Entry 1:
Molecular formula: C13H9AuBrNO
Method: DFT, ωB97M-V with the def2-TZVPD basis set

Computed properties:
- ΔE to the lowest compared entry with this formula, charge and spin (kcal/mol) = 0.00
- LUMO energy (eV) = 0.02
- E_HOMO (eV) = -7.585
- strongest force on any atom (eV/Å) = 0.6

The geometry in ORCA input format:
```
! RIJCOSX wB97M-V def2-TZVPD def2/J DEFGRID3
* xyz 0 1
Au 0.735 0.789 0.051
O 2.682 6.296 2.233
C 2.252 5.114 1.772
C 1.045 4.535 2.163
C 0.696 3.317 1.629
N 1.460 2.654 0.748
C 2.611 3.221 0.384
Br 3.680 2.288 -0.854
C 3.052 4.437 0.859
H 2.053 6.673 2.855
H 0.392 5.027 2.871
H -0.230 2.833 1.904
H 3.992 4.860 0.537
C -0.075 -0.877 -0.484
C -0.650 -1.907 -0.764
C -1.344 -3.117 -1.081
C -0.687 -4.350 -1.100
C -1.383 -5.508 -1.408
C -2.738 -5.458 -1.702
C -3.397 -4.236 -1.692
C -2.709 -3.075 -1.385
H 0.369 -4.385 -0.872
H -0.864 -6.459 -1.417
H -3.276 -6.364 -1.947
H -4.454 -4.189 -1.923
H -3.212 -2.117 -1.377
*
```

Atom charges from the Mulliken analysis, given in e for atoms 1 to 6: Au 0.06; O -0.50; C 1.10; C -0.66; C -0.28; N -0.59

Entry 2:
Molecular formula: C3H8N3
Method: DFT, ωB97M-V with the def2-TZVPD basis set

Computed properties:
- ΔE to the lowest compared entry with this formula, charge and spin (kcal/mol) = 97.47
- SMILES string = C[C@@]1([NH3+])CN=N1
- LUMO energy (eV) = -4.20
- E_HOMO (eV) = -14.413
- strongest force on any atom (eV/Å) = 3.0

The geometry in ORCA input format:
```
! RIJCOSX wB97M-V def2-TZVPD def2/J DEFGRID3
* xyz 1 1
C 1.598 0.056 0.863
C 0.477 0.039 -0.220
C -0.447 -1.170 -0.101
N 2.512 0.006 -0.276
N 1.619 -0.030 -1.127
N -0.338 1.290 -0.373
H 1.749 1.047 1.296
H 1.556 -0.876 1.389
H -1.363 -1.032 -0.650
H -0.511 -1.342 0.958
H 0.200 -1.993 -0.568
H -1.391 1.155 -0.340
H -0.231 1.799 -1.197
H -0.148 1.863 0.403
*
```

Atom charges from the Mulliken analysis, given in e for atoms 1 to 6: C -0.57; C 0.83; C -1.54; N -0.25; N -0.26; N -0.23

Entry 3:
Molecular formula: C25H39AgF3NO9
Method: DFT, ωB97M-V with the def2-TZVPD basis set

Computed properties:
- LUMO energy (eV) = 1.41
- E_HOMO (eV) = -0.593
- strongest force on any atom (eV/Å) = 5.0

The geometry in ORCA input format:
```
! RIJCOSX wB97M-V def2-TZVPD def2/J DEFGRID3
* xyz -2 1
Ag 0.102 1.079 -0.476
C -2.469 2.792 4.550
O -3.358 1.917 5.257
O -2.666 2.336 3.276
C -2.776 4.260 4.809
F -2.953 4.567 6.119
F -1.850 5.075 4.371
F -3.915 4.709 4.310
C -2.912 1.673 6.634
C -4.134 1.167 7.380
H -3.786 0.562 8.216
H -4.773 2.001 7.670
H -4.821 0.506 6.852
H -2.642 2.562 7.203
H -2.166 0.880 6.604
H -1.436 2.716 4.889
C -1.980 -5.101 5.035
C -2.119 -4.136 4.098
C -1.091 -3.943 3.021
O -1.151 -3.074 2.058
C -0.001 -4.755 2.905
C 0.271 -5.806 3.915
C -0.775 -5.979 5.084
O -0.528 -6.891 5.899
O 1.164 -6.685 3.944
O -3.223 -3.469 4.099
H -2.725 -5.254 5.803
H 0.774 -4.673 2.158
C 2.403 -2.633 -3.809
C 1.458 -2.270 -4.905
C 0.559 -3.582 -5.163
C -0.770 -3.268 -5.963
C -1.489 -2.143 -5.355
C -0.702 -0.785 -5.232
N 0.572 -1.110 -4.544
O 1.310 -0.052 -4.289
C -0.493 -0.144 -6.686
C -1.592 0.204 -4.350
C 2.303 -2.051 -6.132
H 2.827 -3.637 -3.825
H 1.829 -2.606 -2.883
H 3.218 -1.918 -3.692
H 1.070 -4.366 -5.722
H 0.258 -4.022 -4.213
H -1.415 -4.146 -6.009
H -0.503 -3.088 -7.005
H -1.978 -2.462 -4.435
H -2.339 -2.014 -6.026
H 0.000 -0.818 -7.387
H -1.429 0.108 -7.185
H 0.197 0.699 -6.681
H -1.862 -0.252 -3.397
H -1.091 1.170 -4.296
H -2.560 0.293 -4.844
H 1.752 -1.802 -7.039
H 2.740 -2.998 -6.450
H 3.115 -1.327 -6.067
H 1.613 0.312 -5.124
C 1.023 7.735 -0.865
C 0.040 6.628 -1.349
O 0.318 5.461 -1.133
C -1.196 7.055 -2.179
H 0.764 8.601 -1.474
H 2.070 7.434 -0.893
H 0.781 7.944 0.177
H -0.936 7.372 -3.189
H -1.727 7.867 -1.683
H -1.873 6.202 -2.231
C 6.043 -0.315 3.130
C 4.578 0.061 3.265
O 3.809 0.125 2.336
C 4.099 0.165 4.719
H 6.445 -0.930 3.935
H 6.658 0.583 3.073
H 6.135 -0.891 2.209
H 4.428 1.081 5.208
H 4.467 -0.728 5.225
H 3.011 0.221 4.744
*
```

Atom charges from the Mulliken analysis, given in e for atoms 1 to 6: Ag 0.47; C -0.06; O -0.29; O -0.90; C 0.82; F -0.32

Entry 4:
Molecular formula: CH30F3O18S
Method: DFT, ωB97M-V with the def2-TZVPD basis set

Computed properties:
- ΔE to the lowest compared entry with this formula, charge and spin (kcal/mol) = 50.02
- LUMO energy (eV) = 2.08
- E_HOMO (eV) = -7.585
- strongest force on any atom (eV/Å) = 8.0

The geometry in ORCA input format:
```
! RIJCOSX wB97M-V def2-TZVPD def2/J DEFGRID3
* xyz -1 1
C 0.478 -0.551 -0.565
F 0.045 -1.764 -0.224
F 1.707 -0.411 -0.057
F 0.506 -0.431 -1.878
S -0.589 0.762 0.258
O 0.063 2.040 -0.018
O -1.886 0.722 -0.372
O -0.519 0.438 1.676
O 0.325 5.217 -1.083
H 0.999 4.809 -1.641
H 0.597 5.007 -0.174
O 1.290 1.521 -4.011
H 2.071 1.383 -4.555
H 1.645 1.815 -3.156
O -3.765 1.640 2.379
H -2.997 1.328 1.889
H -3.536 1.463 3.306
O 3.925 -1.885 1.240
H 3.378 -1.224 1.677
H 4.032 -1.556 0.343
O -0.377 -4.512 -1.988
H -0.557 -3.587 -2.188
H 0.219 -4.498 -1.214
O -3.297 -0.798 -2.402
H -3.062 -0.355 -1.578
H -2.536 -1.383 -2.525
O -2.187 1.022 4.596
H -1.798 1.877 4.812
H -1.457 0.504 4.236
O 0.818 -4.795 0.522
H 0.673 -5.739 0.640
H 0.284 -4.368 1.207
O 2.180 3.111 -1.347
H 1.373 2.714 -0.945
H 2.897 2.810 -0.781
O 0.056 0.161 -4.895
H 0.409 0.808 -4.262
H 0.809 -0.104 -5.434
O 0.102 -1.697 3.504
H -0.017 -0.886 3.000
H -0.347 -2.385 2.980
O -0.768 -1.915 -3.156
H -0.419 -1.149 -3.651
H -0.958 -2.586 -3.818
O 0.149 4.482 1.749
H 0.393 3.545 1.869
H 0.964 4.961 1.928
O 1.411 2.112 2.609
H 1.777 1.742 3.418
H 0.768 1.437 2.287
O -1.395 -3.487 2.015
H -2.120 -2.999 1.604
H -1.753 -4.367 2.174
*
```

Atom charges from the Mulliken analysis, given in e for atoms 1 to 6: C 0.54; F -0.22; F -0.20; F -0.15; S 0.74; O -0.65

Entry 5:
Molecular formula: C5H8FN2
Method: DFT, ωB97M-V with the def2-TZVPD basis set

Computed properties:
- ΔE to the lowest compared entry with this formula, charge and spin (kcal/mol) = 0.00
- LUMO energy (alpha / beta) (eV) = -3.40 / -7.08
- E_HOMO (alpha / beta) (eV) = -9.470 / -15.746
- strongest force on any atom (eV/Å) = 9.7
- ⟨S²⟩ = 2.01

The geometry in ORCA input format:
```
! RIJCOSX wB97M-V def2-TZVPD def2/J DEFGRID3
* xyz 1 3
C 0.581 1.361 0.004
C -0.767 1.419 -0.001
C -0.002 -0.693 -0.102
C 2.470 -0.408 0.071
C -2.406 -0.515 0.005
N 1.092 0.052 -0.026
N -1.125 0.079 -0.081
F -0.013 -1.978 -0.207
H 1.166 2.278 0.174
H -1.257 2.385 -0.102
H 2.319 -1.513 0.160
H 3.149 -0.173 -0.698
H 2.924 0.043 0.896
H -2.369 -1.642 -0.235
H -2.687 -0.443 0.974
H -3.075 -0.252 -0.834
*
```

Atom charges from the Mulliken analysis, given in e for atoms 1 to 6: C -0.37; C -0.35; C 0.56; C -0.82; C -0.97; N 0.09

Question: strongest force on any atom of number 4 (CH30F3O18S)?
Answer: 8.0 eV/Å

Question: The lowest strongest force on any atom belongs to which entry?
Answer: C13H9AuBrNO

Question: Look up the strongest force on any atom of the third one.
Answer: 5.0 eV/Å

Question: Among the records above, which one has the lowest strongest force on any atom?
Answer: C13H9AuBrNO